1.
Here is 5 unconnected molecules or ions with the total composition C26H54Br2NO5 in a non-equilibrium geometry from the Open Molecules 2025 dataset. Energies are from wB97M-V/def2-TZVPD.

As for the multiplicity: 2. The net charge is 0. The calculation puts the LUMO energy (spin up / spin down) at 0.419 / 0.320 eV. The value obtained for the electronic energy is -6601.90775 a.u. The value obtained for the HOMO-LUMO gap (spin up / spin down) is 8.81 / 9.34 eV.

Cartesian coordinates (Å):
C 0.15686 2.64380 3.32876
C -0.57774 3.34255 2.47023
C -1.28466 2.81192 1.22320
C -0.71380 3.46341 -0.04248
Br -1.92016 4.46360 -1.14243
C 0.53304 3.44230 -0.50341
C 1.05498 4.13029 -1.73100
Br 1.88786 2.44566 0.38334
C -2.76579 3.16582 1.52369
C -3.84999 2.32715 0.79459
C -4.61491 1.48040 1.83013
C -4.88498 3.28104 0.13986
N -3.27169 1.47698 -0.28370
O -4.15904 0.81183 -0.92244
C -2.09963 0.62876 0.08170
C -1.27283 0.44974 -1.20783
C -2.48199 -0.77343 0.54742
C -1.21662 1.27821 1.16537
H 0.72761 1.76642 3.05277
H 0.21132 2.96705 4.36251
H -0.73329 4.40765 2.63383
H 0.96919 3.48428 -2.60699
H 0.57271 5.09265 -1.88475
H 2.11801 4.32374 -1.58646
H -2.92995 4.23661 1.42118
H -2.87116 2.94606 2.58909
H -3.91639 0.98765 2.51072
H -5.19764 2.16392 2.44802
H -5.26565 0.75467 1.34635
H -4.50108 4.29074 0.01907
H -5.18952 2.91124 -0.83757
H -5.78394 3.34013 0.75307
H -0.40894 -0.18491 -1.01274
H -0.98833 1.40873 -1.63715
H -1.90412 -0.05925 -1.94050
H -3.04294 -0.78419 1.48218
H -1.54293 -1.29411 0.76443
H -2.98653 -1.35026 -0.22498
H -0.20209 0.91321 1.03392
H -1.56191 0.92525 2.14248
C -1.02625 -4.36288 -0.93184
C 0.27275 -4.25659 -0.15013
C 1.18554 -5.44304 -0.40877
O -0.00741 -4.13970 1.24871
H -1.58350 -5.25726 -0.63926
H -1.66264 -3.50158 -0.72598
H -0.84164 -4.41235 -2.00560
H 0.78744 -3.33375 -0.42407
H 0.69972 -6.37158 -0.09420
H 2.11061 -5.34876 0.16022
H 1.44257 -5.52987 -1.46317
H -0.46346 -4.94262 1.52357
C 2.00879 -5.70957 4.73935
C 2.43037 -4.26932 4.99065
C 1.31238 -3.46964 5.64303
O 2.83298 -3.65297 3.77178
H 1.15324 -5.73775 4.05873
H 2.82015 -6.26865 4.27286
H 1.72825 -6.21037 5.66730
H 3.31216 -4.25483 5.63345
H 0.43819 -3.43904 4.98669
H 1.63084 -2.44165 5.81710
H 1.01294 -3.90826 6.59624
H 2.07396 -3.65054 3.17387
C -2.22957 8.18934 -5.07277
C -0.94200 8.28485 -4.26845
C -0.07111 7.05331 -4.46198
O -1.23749 8.46566 -2.88457
H -2.81608 7.32548 -4.74706
H -2.84030 9.07939 -4.92150
H -2.02577 8.08320 -6.13921
H -0.38890 9.17488 -4.57213
H -0.59841 6.15899 -4.11540
H 0.84731 7.13893 -3.88003
H 0.19376 6.91119 -5.51071
H -1.73052 7.69035 -2.59437
C 5.40044 -4.47178 -1.48490
C 5.22980 -5.96696 -1.70536
C 6.31388 -6.52476 -2.61436
O 3.93780 -6.24261 -2.24665
H 5.32661 -3.93774 -2.43664
H 4.61704 -4.08998 -0.82969
H 6.36872 -4.24404 -1.03767
H 5.25935 -6.48214 -0.74415
H 6.26614 -6.04838 -3.59766
H 6.17670 -7.59635 -2.75957
H 7.30739 -6.35364 -2.19803
H 3.87589 -5.80199 -3.10114

2.
Here is 2 unconnected molecules or ions with the total composition C2H5NO in a non-equilibrium geometry from the Open Molecules 2025 dataset. Energies are from wB97M-V/def2-TZVPD.

The structure (SMILES) is C=N.C=O. The net charge is 0. For the energy above the lowest of the compared OMol25 structures with the same formula, charge and spin, the calculation gives 317.3 kJ/mol. The calculation puts the LUMO energy at 0.615 eV. The value obtained for the electronic energy is -209.10147 a.u. The value obtained for the HOMO-LUMO gap is 9.72 eV.

Cartesian coordinates (Å):
C -1.05530 0.15876 1.75087
N -0.17357 0.29733 0.86155
H -1.43373 -0.83560 2.03386
H -1.26370 0.91175 2.51352
H -0.22961 -0.10830 -0.06393
C 1.04203 -0.11621 -1.79145
O -0.09991 -0.27455 -2.10593
H 1.37011 0.86940 -1.41634
H 1.84366 -0.90258 -1.78215

3.
Here is a molecular structure, C4H6O2 in a non-equilibrium geometry from the Open Molecules 2025 dataset. Energies are from wB97M-V/def2-TZVPD.

The net charge is 0. For the energy above the lowest of the compared OMol25 structures with the same formula, charge and spin, the calculation gives 348.3 kJ/mol. The calculation puts the LUMO energy at 0.572 eV. The value obtained for the electronic energy is -306.37363 a.u. The value obtained for the HOMO-LUMO gap is 8.41 eV.

Cartesian coordinates (Å):
C -0.77242 -0.11732 -0.71563
C 0.50629 -0.54727 -0.25635
C 0.26508 1.38269 -0.61030
O 0.69916 1.99584 -1.52386
C 0.69238 -0.98325 1.03352
O -0.25702 -1.00058 1.94934
H -1.05996 -0.33871 -1.72949
H -1.07419 -0.79218 1.42232
H -1.57252 0.24170 -0.11411
H 1.26176 -0.83624 -0.97352
H 0.06338 1.87189 0.32780
H 1.63008 -1.31625 1.43327

4.
Here is a molecular structure, C20H18BFN8NaS2Se from the Open Molecules 2025 dataset. Energies are from wB97M-V/def2-TZVPD.

The net charge is -1. For the energy above the lowest of the compared OMol25 structures with the same formula, charge and spin, the calculation gives 0.0 kJ/mol. The calculation puts the LUMO energy at 1.271 eV. The value obtained for the electronic energy is -4696.09226 a.u. The value obtained for the HOMO-LUMO gap is 5.39 eV.

Cartesian coordinates (Å):
Na 0.42425 -1.65214 -0.79559
Se -4.17582 4.72853 -2.84970
N -3.43070 4.25444 -1.29833
C -2.89251 3.07990 -1.47353
C -2.18395 2.34984 -0.42526
C -2.05629 2.83929 0.87668
C -1.38236 2.08375 1.80561
C -0.84035 0.85530 1.41220
N -0.95490 0.38296 0.18177
C -1.62095 1.10966 -0.72629
C -1.76321 0.52709 -2.08039
N -1.21407 -0.66848 -2.27292
C -1.35193 -1.28115 -3.43662
C -2.04494 -0.69321 -4.50012
C -2.59890 0.55609 -4.32274
C -2.46623 1.19040 -3.08625
C -3.03624 2.50224 -2.79821
N -3.68910 3.21933 -3.66971
H -2.49304 3.79851 1.12404
H -1.26137 2.41638 2.82745
H -0.30718 0.22410 2.11945
H -0.89153 -2.26936 -3.46174
H -2.14036 -1.21758 -5.44100
H -3.14051 1.05672 -5.11517
C -0.56785 -4.26523 1.06443
N 0.75805 -3.69211 1.15355
C 1.81442 -3.98639 0.30987
C 2.84489 -3.21692 0.71561
N 2.43430 -2.45761 1.79557
B 3.31438 -1.37760 2.47893
N 2.70166 0.05160 2.22870
C 2.38794 0.92445 3.24204
C 2.00748 2.10202 2.69868
N 2.06023 1.92896 1.32700
C 1.72063 2.91084 0.32732
C 2.48545 0.66519 1.04806
S 2.68965 0.06331 -0.52997
C 1.14611 -2.75286 2.06812
S 0.14500 -2.10947 3.28360
H -0.51745 -5.13601 0.41675
H -1.26979 -3.56019 0.62034
H -0.91000 -4.53262 2.06280
H 1.68221 -4.62386 -0.54481
H 3.82686 -3.09011 0.29930
H 4.41218 -1.43396 1.97050
H 3.34183 -1.53321 3.67687
H 2.45726 0.61610 4.26917
H 1.68827 3.02657 3.14564
H 1.28041 3.77352 0.82491
H 1.00772 2.48838 -0.38087
H 2.60550 3.21459 -0.23267
F -0.03518 -3.38998 -1.93307

5.
Here is a gas-phase ion, C9H9BNO3 (charge +1) in a non-equilibrium geometry from the Open Molecules 2025 dataset. Energies are from wB97M-V/def2-TZVPD.

The structure (SMILES) is OB(O)Oc1cccc2ccc[nH+]c12. The net charge is +1. For the energy above the lowest of the compared OMol25 structures with the same formula, charge and spin, the calculation gives 0.0 kJ/mol. The calculation puts the LUMO energy at -4.667 eV. The value obtained for the electronic energy is -653.55461 a.u. The value obtained for the HOMO-LUMO gap is 7.73 eV.

Cartesian coordinates (Å):
O 0.30312 1.14651 -4.10435
B -0.04457 1.66401 -2.85126
O -0.64928 2.80713 -2.49245
O 0.47657 0.77132 -1.86768
C -0.04678 0.50322 -0.61028
C -1.37857 0.86640 -0.40887
C -2.20646 0.40063 0.58565
C -1.61807 -0.39491 1.49525
C -0.24441 -0.72401 1.46441
C 0.19465 -1.64564 2.43661
C 1.50447 -2.05712 2.53100
C 2.30330 -1.59156 1.50167
N 1.86259 -0.89050 0.46920
C 0.60380 -0.44388 0.33234
H -0.17297 1.72125 -4.73462
H -0.88439 3.48326 -3.08054
H -1.76289 1.60768 -1.15020
H -3.33034 0.41522 0.52447
H -2.12883 -0.77748 2.37991
H -0.56175 -2.02537 3.10993
H 1.93800 -2.80330 3.03901
H 3.36379 -1.52288 1.58091
H 2.47901 -0.50998 -0.15012

6.
Here is a molecular structure, CH2FLi2O in a non-equilibrium geometry from the Open Molecules 2025 dataset. Energies are from wB97M-V/def2-TZVPD.

As for the multiplicity: 2. The net charge is 0. For the energy above the lowest of the compared OMol25 structures with the same formula, charge and spin, the calculation gives 260.9 kJ/mol. The calculation puts the LUMO energy (spin up / spin down) at -0.179 / -0.465 eV. The value obtained for the electronic energy is -229.37521 a.u. The value obtained for the HOMO-LUMO gap (spin up / spin down) is 5.86 / 7.60 eV.

Cartesian coordinates (Å):
C 0.47763 -0.46437 -0.18067
O -1.38145 0.51953 -0.27602
Li -1.63739 -0.91610 0.67322
Li -0.38775 1.78134 0.46469
F 1.26751 0.93390 0.31089
H 0.75722 -0.47096 -1.23948
H 0.90423 -1.38334 0.24737